Entry 1:
DFT (ωB97M-V with the def2-TZVPD basis set) results for the molecule C22H27BrN2O3.

Geometry as XYZ:
```
55
Properties=species:S:1:pos:R:3:forces:R:3:nbo_charge:R:1
C -3.722883 -1.048417 2.638466 0.095 -0.008 0.112 -0.4051
C -4.803223 -1.395617 1.965766 0.001 -0.166 -0.265 -0.1974
C -4.822739 -1.920175 0.560124 -0.497 -0.120 0.175 -0.1009
O -3.601856 -1.801888 -0.135300 -0.004 0.206 -0.078 -0.4873
C -3.020093 -0.597681 -0.362174 0.164 0.144 -0.075 0.2013
C -1.680287 -0.661915 -0.743264 -0.092 -0.264 0.058 -0.0854
Br -0.893474 -2.384652 -0.828111 0.158 0.129 -0.056 0.0700
C -0.922449 0.451122 -1.042031 -0.127 0.012 -0.002 -0.2591
C -1.506193 1.704141 -0.941244 -0.044 -0.050 -0.076 -0.0282
C -0.671797 2.944617 -1.152877 -0.100 -0.167 0.051 -0.2275
N 0.252039 3.156455 -0.051996 -0.185 0.529 0.271 -0.5914
C 1.403940 2.388772 0.076253 0.360 -0.080 0.050 0.1373
C 2.217857 2.076572 -1.013837 -0.259 0.098 0.211 -0.2137
C 3.388337 1.364712 -0.852982 0.159 -0.149 -0.027 -0.2256
C 3.789213 0.946285 0.412011 -0.319 0.244 -0.127 0.1119
N 4.956815 0.208913 0.639728 0.029 -0.109 0.442 -0.6031
C 5.917793 -0.173198 -0.241404 0.488 -0.313 0.218 0.6876
O 5.916392 0.094187 -1.423704 -0.083 0.105 -0.320 -0.6118
C 7.041484 -0.989814 0.399157 0.010 -0.016 0.047 -0.3063
C 6.508832 -2.290341 1.001800 0.107 0.101 -0.173 -0.5980
C 7.803801 -0.160825 1.433792 -0.008 -0.080 -0.212 -0.5974
C 2.993806 1.269253 1.508321 0.124 -0.041 -0.179 -0.2104
C 1.821543 1.975649 1.342332 -0.088 0.022 -0.133 -0.2477
C -2.837985 1.799252 -0.559587 -0.057 0.032 -0.025 -0.3084
C -3.613431 0.677775 -0.288747 -0.022 -0.165 0.037 0.3269
O -4.936560 0.742564 0.043640 0.175 -0.200 -0.184 -0.5284
C -5.520283 2.000012 0.320132 -0.230 0.270 0.096 -0.0599
C -6.933235 1.746143 0.821538 0.421 -0.041 -0.159 -0.6182
H -2.734568 -1.122146 2.215923 0.166 -0.031 -0.166 0.2026
H -3.779552 -0.679022 3.648005 -0.099 0.049 0.198 0.2003
H -5.784806 -1.327443 2.414823 -0.121 0.053 0.137 0.2003
H -5.006914 -3.001622 0.580126 -0.023 0.172 -0.015 0.2050
H -5.637086 -1.445181 0.000857 0.132 -0.146 0.108 0.1977
H 0.110750 0.339228 -1.329274 0.078 -0.051 -0.030 0.2402
H -1.315953 3.825803 -1.220730 0.060 -0.088 -0.115 0.2031
H -0.102591 2.863976 -2.079204 -0.085 0.111 0.019 0.2090
H -0.238453 3.249025 0.829827 0.064 -0.046 -0.147 0.3695
H 1.941405 2.397323 -2.006263 -0.014 0.038 -0.100 0.2047
H 4.001064 1.129955 -1.706659 0.022 -0.004 -0.023 0.2553
H 5.087244 -0.067123 1.602406 0.068 -0.011 -0.195 0.3926
H 7.724851 -1.238877 -0.418554 -0.178 0.103 0.024 0.2279
H 5.869705 -2.103408 1.863101 -0.063 -0.021 0.106 0.1922
H 5.934661 -2.844145 0.262625 -0.072 -0.103 -0.012 0.2211
H 7.338809 -2.913022 1.329117 0.043 -0.069 0.063 0.2138
H 8.670280 -0.715904 1.787109 0.068 -0.026 0.072 0.2137
H 8.149589 0.771324 0.992695 0.054 0.105 0.032 0.2205
H 7.182321 0.076396 2.295741 -0.029 0.032 0.116 0.1920
H 3.290839 0.955383 2.500101 0.031 -0.029 0.100 0.2022
H 1.214137 2.213362 2.205209 -0.060 0.001 0.071 0.2062
H -3.282745 2.779680 -0.493469 -0.092 0.103 0.014 0.2157
H -4.935212 2.526781 1.086066 0.001 -0.043 -0.123 0.1749
H -5.547607 2.613194 -0.591334 0.083 -0.042 0.117 0.1729
H -7.504969 1.211685 0.067789 -0.099 -0.030 -0.064 0.2137
H -6.902985 1.146122 1.726872 -0.031 -0.034 0.106 0.2133
H -7.423267 2.691440 1.035634 -0.079 0.087 0.029 0.2158
```
Positions in Å, forces in eV/Å.

ΔE to the lowest compared entry with this formula, charge and spin = 17.5 kcal per mole
E = -102416.7919 eV
HOMO energy = -7.4 eV
E_LUMO = 0.63 eV
gap between HOMO and LUMO = 8.0 eV
net charge = 0
SMILES string = C=CCOc1c(Br)cc(CNc2ccc(NC(=O)C(C)C)cc2)cc1OCC



Entry 2:
DFT (ωB97M-V with the def2-TZVPD basis set) results for a 4-piece molecular cluster, C25H69BN10O7P3 overall in a non-equilibrium geometry.

Geometry as XYZ:
```
115
Properties=species:S:1:pos:R:3:forces:R:3:mulliken_charge:R:1
C -2.059696 3.664570 11.401438 0.524 -1.088 0.027 -0.9137
C -2.528850 2.867934 10.034626 0.712 0.957 -0.220 -0.1240
C -3.411008 3.773371 8.988492 0.010 -0.346 0.639 -0.4332
C -4.273053 2.737544 8.050674 -0.783 0.923 -0.525 0.2251
C -5.746120 3.410460 7.633204 0.661 -0.214 -0.501 -1.2133
C -3.555879 2.327762 6.632722 -0.431 -0.600 0.884 -0.0208
C -2.134631 1.510977 6.628255 -0.853 -1.030 -1.787 -0.5438
O -1.594634 2.027421 5.345319 0.207 -0.339 1.898 -0.5795
B -1.883242 3.489437 5.405784 -1.406 -2.144 -0.184 1.0298
O -0.943685 3.978023 6.473038 0.024 1.686 -1.730 -0.2683
N -0.421173 5.179580 6.068149 -0.487 0.124 5.349 0.0918
O -0.230222 5.816979 7.118034 0.400 -0.422 -3.283 -0.4252
O -3.345614 3.508201 5.762662 -0.011 -2.108 2.453 -0.5850
H -0.892976 3.471019 11.542830 -2.516 0.568 -0.152 0.2531
H -2.239350 4.820302 11.366390 0.173 -2.283 0.116 0.2814
H -2.608327 3.122038 12.305614 1.134 1.606 -1.699 0.2181
H -3.162021 1.939477 10.364715 1.406 1.624 -0.815 0.2761
H -1.522556 2.579323 9.470115 -2.377 0.201 1.189 -0.0252
H -4.113749 4.494970 9.627992 1.211 -1.662 -1.369 0.3572
H -2.706381 4.486191 8.361834 -1.451 -1.686 1.098 0.0927
H -4.560985 1.760266 8.667445 0.879 1.940 -1.291 0.3240
H -6.494319 3.211031 8.510905 1.227 0.548 -1.747 0.3457
H -5.651373 4.571282 7.392011 -0.141 -2.551 0.656 0.2257
H -6.103515 2.882777 6.623848 0.559 1.122 2.328 0.3185
H -4.308709 1.497576 6.221925 1.252 2.091 0.171 0.2089
H -1.449083 1.502151 7.576455 -1.073 0.688 -1.826 0.0801
H -2.351549 0.374528 6.382880 0.302 2.117 0.781 0.2385
H -1.903885 4.100682 4.391486 0.854 0.305 -0.569 -0.3772
O 0.713300 0.651053 -1.016021 0.774 -1.443 3.142 -0.7298
P 0.307907 1.762108 -0.016644 -1.146 3.410 -5.970 0.7430
N -1.219032 1.974548 -0.764385 -1.989 0.115 -0.699 0.2030
C -1.332737 2.261269 -2.190585 0.199 0.143 -0.056 -0.9211
C -2.144324 0.878260 -0.444768 0.171 0.305 0.430 -1.1669
N 1.463454 2.888693 -0.542566 2.300 0.065 -0.272 0.2643
C 1.203359 4.094619 -1.305954 -0.169 0.436 0.852 -1.0859
C 2.778902 2.361248 -0.912600 -0.230 -0.389 0.018 -0.8693
N -0.158122 3.039348 1.132213 -0.340 -1.362 2.134 0.1092
C 0.116081 2.603938 2.503896 0.440 0.359 0.669 -1.2753
C -1.401260 3.805363 1.114201 -0.736 -0.135 -0.253 -0.9024
H -2.385978 2.351879 -2.487243 0.071 -0.191 0.285 0.3983
H -0.870777 1.490549 -2.812843 0.032 -0.098 -0.143 0.1115
H -0.894531 3.225802 -2.442470 0.168 -0.084 0.069 0.2423
H -2.131794 0.671274 0.630805 0.068 -0.034 0.014 0.3658
H -1.877731 -0.046384 -0.969110 0.031 -0.043 -0.003 0.2141
H -3.175565 1.144468 -0.701361 0.150 0.113 -0.053 0.3740
H 1.146981 3.886208 -2.377053 0.006 -0.081 -0.176 0.3601
H 2.005129 4.828827 -1.155692 0.027 -0.161 0.024 0.3759
H 0.287467 4.599036 -0.997998 -0.065 -0.206 0.023 0.2370
H 2.774136 1.961516 -1.932113 0.119 -0.120 -0.124 0.2144
H 3.081121 1.560343 -0.228685 -0.134 0.077 -0.242 0.2614
H 3.554949 3.132836 -0.847795 -0.291 0.141 0.035 0.3481
H -0.603769 1.844478 2.826915 0.058 0.241 0.288 0.4895
H 0.088405 3.443353 3.206892 -0.172 -0.162 -0.145 0.3141
H 1.118921 2.168496 2.570689 0.064 -0.121 -0.176 0.3590
H -2.268933 3.191690 1.382044 -0.052 0.218 0.021 0.2989
H -1.586592 4.276035 0.144215 0.120 -0.414 0.032 0.3168
H -1.348553 4.634615 1.830114 0.373 -0.405 0.277 0.3592
O -1.846469 0.319385 -7.569498 -0.393 0.935 3.716 -0.8850
P -0.757884 -0.546018 -6.888613 0.286 -2.317 -6.869 0.8196
N 0.441224 -0.038418 -8.002289 1.646 0.745 -0.988 0.1855
C 0.251137 -0.184371 -9.441647 -0.237 -0.192 -0.142 -1.0927
C 0.888605 1.336573 -7.738818 0.075 -0.310 0.359 -1.2221
N -1.451424 -2.039668 -7.299809 -1.928 -0.986 0.327 0.2683
C -0.951561 -2.976872 -8.287967 0.567 -0.367 0.681 -1.0753
C -2.913146 -2.123171 -7.255970 -0.076 0.477 -0.007 -0.9639
N 0.493525 -1.540860 -6.105887 0.559 1.218 2.406 0.2143
C 0.468250 -1.328885 -4.656504 -0.104 -0.515 0.493 -1.2577
C 1.879322 -1.686412 -6.542782 0.381 0.485 -0.397 -0.9864
H 1.117776 0.206473 -9.990928 -0.048 0.130 0.337 0.3865
H -0.640674 0.334020 -9.802985 -0.048 0.046 -0.088 0.3015
H 0.192082 -1.231453 -9.734773 -0.156 0.002 0.131 0.2699
H 1.099273 1.470267 -6.672232 -0.074 0.009 0.059 0.3610
H 0.131495 2.074252 -8.027930 -0.013 -0.004 0.034 0.3339
H 1.819070 1.558244 -8.272915 -0.099 -0.163 -0.038 0.3393
H -1.292106 -2.718269 -9.293462 -0.078 0.072 -0.125 0.3762
H -1.305610 -3.993026 -8.072200 -0.084 0.140 0.053 0.3758
H 0.136360 -3.044225 -8.292504 -0.006 0.204 0.029 0.2262
H -3.361744 -1.717361 -8.168819 -0.158 0.045 -0.014 0.2764
H -3.307189 -1.564916 -6.399461 0.085 -0.014 -0.305 0.2983
H -3.253945 -3.157978 -7.134216 0.336 0.003 -0.057 0.3365
H 0.875499 -0.346392 -4.395428 0.076 -0.129 0.242 0.4461
H 1.034094 -2.101945 -4.125671 0.021 0.116 -0.105 0.3240
H -0.560473 -1.377783 -4.283545 -0.055 0.087 -0.076 0.3405
H 2.458557 -0.768081 -6.393303 0.155 -0.105 -0.084 0.3175
H 1.956059 -1.986354 -7.592020 -0.228 0.321 0.173 0.3251
H 2.374936 -2.485961 -5.978813 -0.390 0.093 0.375 0.3449
O 1.457054 -3.848217 1.190662 -3.041 -1.397 -2.062 -0.8898
P 2.147879 -4.468128 -0.048698 5.709 3.502 3.592 0.7477
N 3.229217 -5.376566 0.921477 1.096 -1.564 0.921 0.1813
C 4.071191 -4.734316 1.925360 0.063 0.372 0.052 -1.0636
C 2.567335 -6.528044 1.550901 0.029 0.046 -0.455 -1.2274
N 2.823360 -3.014532 -0.607143 -0.760 1.571 -0.445 0.6304
C 4.225349 -2.644390 -0.561399 0.106 -0.500 -0.876 -1.1596
C 2.004114 -1.808590 -0.465485 -0.210 -0.162 0.154 -1.3539
N 2.942033 -5.180760 -1.473434 -1.819 -1.945 -1.239 0.0934
C 1.933947 -5.687153 -2.408106 0.032 0.297 -0.580 -1.0832
C 4.081897 -6.093469 -1.460363 0.173 -0.414 0.518 -0.9842
H 4.684887 -5.476788 2.452282 -0.302 -0.134 -0.157 0.3787
H 3.491664 -4.183628 2.670689 0.010 0.035 0.087 0.3014
H 4.792782 -4.057276 1.470700 -0.185 0.086 -0.074 0.2782
H 1.969379 -7.073383 0.812718 -0.092 0.032 -0.039 0.3605
H 1.900339 -6.220602 2.364268 -0.028 -0.001 -0.027 0.3290
H 3.301896 -7.238072 1.946434 0.060 0.168 -0.052 0.3450
H 4.495197 -2.216523 0.407094 -0.029 0.066 0.146 0.4034
H 4.452814 -1.892490 -1.327806 -0.174 -0.006 0.080 0.3246
H 4.889615 -3.482558 -0.772001 -0.093 -0.126 0.115 0.2690
H 2.074636 -1.397144 0.546915 -0.106 0.116 0.040 0.2821
H 0.951730 -2.028609 -0.676676 0.283 0.118 0.189 0.2992
H 2.306340 -1.030622 -1.176274 0.112 -0.337 0.130 0.5105
H 1.467226 -6.601251 -2.026136 -0.030 -0.113 -0.228 0.3293
H 2.364539 -5.891843 -3.394150 0.035 -0.029 0.134 0.3619
H 1.145044 -4.941845 -2.556107 -0.013 0.041 0.128 0.3123
H 3.816794 -7.080350 -1.064160 0.200 -0.067 -0.006 0.3122
H 4.926100 -5.697561 -0.888233 -0.430 -0.036 0.103 0.2882
H 4.466772 -6.237424 -2.477279 -0.464 0.155 -0.165 0.3724
```
Positions in Å, forces in eV/Å.

E = -84809.1810 eV
HOMO energy = -5.5 eV
E_LUMO = 0.37 eV
gap between HOMO and LUMO = 5.8 eV
net charge = -1



Entry 3:
DFT (ωB97M-V with the def2-TZVPD basis set) results for an isolated ion of composition C7H12N6 and charge +2 in a non-equilibrium geometry.

Geometry as XYZ:
```
25
Properties=species:S:1:pos:R:3:forces:R:3:nbo_charge:R:1
N -2.979451 -0.172263 -1.011965 1.455 -1.846 2.825 -0.6819
C -2.056463 -0.594189 -0.102879 0.368 0.872 -0.854 0.5531
N -2.194239 -1.305905 1.033801 -0.236 2.296 -3.646 -0.6894
C -0.625338 -0.096454 -0.351665 -0.841 0.356 0.455 0.0777
N 0.288183 -1.039764 -0.008455 1.894 -1.816 2.027 -0.6638
C 1.662118 -0.717399 0.038375 0.237 1.057 -1.335 0.2887
N 2.506752 -1.696144 -0.161183 1.556 -0.705 0.253 -0.3962
C 3.825780 -1.420591 -0.166558 0.793 0.914 0.783 0.0581
C 4.253189 -0.039431 0.012059 -3.198 -1.462 -1.441 0.0358
N 3.326403 0.927405 -0.066028 1.167 0.001 0.897 -0.3410
C 2.070387 0.608218 0.016160 -1.952 0.811 0.324 0.1005
C 1.003355 1.784209 0.076493 1.184 -6.308 2.147 -0.2140
N -0.305178 1.157529 0.567623 -0.118 -1.078 -1.072 -0.5267
H -2.707475 0.121148 -1.938511 0.188 0.226 -0.019 0.4579
H -3.888291 -0.584317 -0.914759 -0.762 0.128 -0.267 0.4402
H -1.315178 -1.602229 1.445027 -0.557 -0.343 0.600 0.4562
H -3.132916 -1.603439 1.170507 -0.490 -1.039 1.234 0.4529
H -0.400778 0.199590 -1.341885 -0.596 1.066 -1.342 0.2309
H 0.188460 -2.034679 0.129603 -0.729 -0.146 -0.403 0.4548
H 4.592662 -2.261287 -0.281591 -1.439 1.248 0.147 0.2595
H 5.207623 0.360719 0.025941 2.065 -0.071 0.051 0.2388
H 1.190268 2.428354 0.812353 1.406 2.717 2.906 0.2413
H 1.019347 2.249110 -0.804426 -1.117 1.802 -3.715 0.2496
H -0.275066 0.659337 1.506704 0.454 1.643 -0.887 0.4575
H -0.954437 1.941356 0.524576 -0.731 -0.323 0.334 0.4595
```
Positions in Å, forces in eV/Å.

ΔE to the lowest compared entry with this formula, charge and spin = 3.2 kcal per mole
E = -16376.0163 eV
HOMO energy = -16.1 eV
E_LUMO = -8.48 eV
gap between HOMO and LUMO = 7.6 eV
net charge = +2
SMILES string = NC(=[NH2+])[C@@H]1Nc2nccnc2C[NH2+]1



Entry 4:
DFT (ωB97M-V with the def2-TZVPD basis set) results for the molecule C6H9N.

Geometry as XYZ:
```
16
Properties=species:S:1:pos:R:3:forces:R:3:nbo_charge:R:1
C -1.272154 -1.743532 -1.747175 0.018 0.584 0.034 -0.2698
C -1.093329 -0.621870 -1.348665 -0.079 -0.423 -0.345 0.0210
C -0.685290 0.635773 -0.715888 -0.002 0.067 0.034 -0.4917
C 0.255822 0.216460 0.410779 0.065 -0.162 -0.091 0.0899
C 1.671390 -0.081689 -0.037983 0.018 -0.033 0.032 -0.6231
C -0.377538 -0.573433 1.484781 -0.098 -0.281 0.038 -0.2550
N 0.043150 0.811506 1.724749 0.135 0.226 0.147 -0.5882
H -1.427933 -2.720243 -2.133286 -0.075 -0.033 -0.015 0.2371
H -0.187845 1.279400 -1.450535 -0.012 -0.046 0.133 0.2345
H -1.536419 1.197625 -0.316979 0.075 -0.195 -0.009 0.2501
H 1.672707 -0.467577 -1.062380 0.010 0.000 0.158 0.2264
H 2.149523 -0.830690 0.601114 -0.050 0.132 -0.022 0.2135
H 2.280776 0.830696 -0.017474 -0.111 -0.111 -0.048 0.2119
H -1.457222 -0.716958 1.462870 0.220 -0.006 0.002 0.2007
H 0.182756 -1.400966 1.914229 -0.012 0.201 0.033 0.1937
H 0.921435 0.819704 2.239669 -0.100 0.079 -0.082 0.3490
```
Positions in Å, forces in eV/Å.

ΔE to the lowest compared entry with this formula, charge and spin = 69.6 kcal per mole
E = -7855.1394 eV
HOMO energy = -9.5 eV
E_LUMO = 1.03 eV
gap between HOMO and LUMO = 10.5 eV
net charge = 0
SMILES string = C#CC[C@]1(C)CN1